# C53H119N5O9

9 unconnected molecules or ions with the total composition C53H119N5O9 (the ωB97M-V functional and the def2-TZVPD basis, the OMol25 dataset).

The value obtained for the orbital gap is 8.436 eV. The calculation puts the LUMO energy at 0.46 eV. The SMILES is CC1(C)CCCC(C)(C)N1O.CC1(C)CCCC(C)(C)N1O.CC1(C)CCCC(C)(C)N1O.CC1(C)CCCC(C)(C)N1O.CC1(C)CCCC(C)(C)N1O.CCO.CCO.CCO.CCO. Its total charge is 0. As for the HOMO energy: -7.971 eV. The spin multiplicity is 1. As for the total energy: -82759.8569 eV.

Cartesian coordinates (Å):
C (-0.3858, -5.4506, -1.7251)
C (0.5948, -5.8882, -0.6658)
C (-0.1659, -6.7005, 0.3798)
C (1.6548, -6.7323, -1.3382)
C (2.7535, -5.8816, -2.0059)
C (3.4021, -4.8423, -1.1150)
C (2.3214, -3.9390, -0.4950)
C (2.9683, -3.0677, 0.6017)
C (1.7595, -3.0112, -1.5730)
N (1.2516, -4.7460, 0.0612)
O (0.1905, -3.9742, 0.5717)
H (0.1393, -4.8297, -2.4596)
H (-0.9207, -6.2546, -2.2641)
H (-1.2249, -4.8394, -1.3300)
H (-1.0172, -6.0745, 0.6032)
H (-0.4229, -7.6393, -0.0938)
H (0.5695, -6.7834, 1.1853)
H (2.1832, -7.3408, -0.6681)
H (1.2429, -7.3054, -2.1406)
H (3.5345, -6.5710, -2.3042)
H (2.3518, -5.3889, -2.9324)
H (4.0549, -4.2024, -1.6995)
H (4.0407, -5.3492, -0.3515)
H (3.7105, -2.4195, 0.0322)
H (3.4589, -3.6337, 1.3837)
H (2.2208, -2.4442, 1.0773)
H (0.8593, -2.5314, -1.3056)
H (1.8775, -3.3608, -2.6325)
H (2.4560, -2.1703, -1.5047)
H (0.2716, -3.9606, 1.5343)
C (3.7873, 3.1455, 2.5507)
C (3.3748, 4.3844, 1.8068)
C (3.3080, 5.6239, 2.7403)
C (4.3531, 4.6354, 0.6516)
C (3.7006, 5.7018, -0.3765)
C (2.2981, 5.2806, -0.8024)
C (1.2871, 5.0241, 0.3356)
C (0.9610, 6.3781, 1.0294)
C (0.0670, 4.3985, -0.2735)
N (2.0003, 3.9842, 1.1949)
O (1.1182, 3.7907, 2.3001)
H (4.7641, 3.3099, 2.9421)
H (3.0735, 2.9618, 3.3862)
H (3.7682, 2.3663, 1.8023)
H (2.5541, 5.3551, 3.4818)
H (4.2962, 5.6646, 3.3130)
H (3.0839, 6.5758, 2.2913)
H (5.2859, 4.9018, 1.1455)
H (4.4841, 3.7174, 0.0809)
H (3.5797, 6.6819, 0.1139)
H (4.3787, 5.9746, -1.1961)
H (2.4399, 4.3288, -1.3760)
H (1.8835, 5.9321, -1.5191)
H (1.8786, 7.0478, 1.0099)
H (0.5001, 6.1712, 2.0007)
H (0.1664, 6.7879, 0.3428)
H (-0.6318, 5.1325, -0.6744)
H (-0.5943, 3.8990, 0.4630)
H (0.2918, 3.7186, -1.0672)
H (1.1329, 2.8708, 2.4565)
C (-0.1880, -0.3103, -5.1231)
C (1.1928, -0.2074, -5.7551)
C (1.8527, -1.5783, -6.0169)
C (1.2404, 0.5355, -7.1050)
C (1.0000, 1.9938, -6.9767)
C (1.8909, 2.6340, -5.9547)
C (1.9720, 1.9495, -4.5647)
C (3.2289, 2.4338, -3.7850)
C (0.7982, 2.3554, -3.6579)
N (2.2113, 0.4890, -4.8261)
O (2.2649, -0.2325, -3.5973)
H (-0.1438, -0.9741, -4.2701)
H (-0.5488, 0.6358, -4.8002)
H (-0.9063, -0.8033, -5.8202)
H (1.3229, -2.3482, -5.4836)
H (1.7552, -1.9101, -7.0367)
H (2.8677, -1.5910, -5.7035)
H (2.1346, 0.3887, -7.6593)
H (0.3994, 0.1092, -7.6924)
H (1.0503, 2.5192, -7.9369)
H (-0.0340, 2.1563, -6.6572)
H (1.7095, 3.7311, -5.7506)
H (2.9207, 2.5994, -6.2946)
H (3.3048, 3.5162, -3.8946)
H (4.1392, 2.1709, -4.3316)
H (3.1333, 2.0745, -2.7996)
H (1.0564, 3.3567, -3.3883)
H (0.6991, 1.7162, -2.7118)
H (-0.1435, 2.4784, -4.2848)
H (3.1665, -0.2621, -3.3167)
C (-4.5835, -2.0823, 1.7517)
C (-4.1805, -3.3728, 1.0056)
C (-3.3562, -4.2246, 1.9123)
C (-5.4566, -4.2205, 0.6912)
C (-6.1770, -3.7408, -0.6211)
C (-5.2045, -3.4781, -1.7921)
C (-4.0176, -2.5537, -1.4351)
C (-2.9820, -2.5354, -2.5647)
C (-4.5872, -1.0529, -1.4146)
N (-3.4295, -3.0766, -0.2202)
O (-2.2205, -2.3188, 0.1775)
H (-3.6402, -1.5289, 1.9169)
H (-5.3005, -1.3975, 1.2072)
H (-4.8993, -2.3862, 2.7358)
H (-3.0842, -5.1338, 1.3293)
H (-2.5672, -3.7059, 2.3104)
H (-3.9009, -4.5757, 2.7943)
H (-5.0194, -5.1874, 0.4302)
H (-6.0100, -4.3498, 1.5787)
H (-6.8824, -4.5687, -0.9164)
H (-6.7236, -2.8213, -0.3561)
H (-5.7585, -3.0649, -2.6810)
H (-4.7887, -4.4618, -2.1119)
H (-3.5075, -2.2905, -3.4829)
H (-2.4614, -3.4655, -2.4964)
H (-2.3275, -1.7017, -2.4199)
H (-5.5629, -1.0239, -0.8974)
H (-4.6811, -0.8078, -2.4198)
H (-3.8961, -0.3282, -0.9203)
H (-1.5393, -3.0039, 0.1017)
C (-5.1840, 3.8214, 1.9946)
C (-4.9339, 2.6043, 2.8933)
C (-6.1199, 2.0256, 3.6257)
C (-4.3610, 1.4465, 2.0085)
C (-3.0532, 1.6678, 1.3396)
C (-2.0288, 2.0493, 2.4083)
C (-2.4203, 3.1398, 3.4836)
C (-1.4437, 2.9402, 4.6696)
C (-2.2072, 4.4071, 2.8228)
N (-3.8795, 2.9431, 3.9541)
O (-4.2514, 4.2245, 4.5529)
H (-6.0140, 3.6256, 1.3408)
H (-5.4025, 4.6466, 2.6229)
H (-4.3587, 4.0072, 1.3436)
H (-6.2873, 2.8061, 4.4099)
H (-6.9952, 1.8746, 3.0192)
H (-5.9111, 1.0266, 4.0883)
H (-4.2214, 0.4711, 2.6143)
H (-5.0864, 1.4662, 1.2095)
H (-2.7718, 0.7297, 0.8384)
H (-3.1117, 2.4146, 0.5077)
H (-1.1043, 2.4421, 2.0116)
H (-1.8337, 1.1272, 2.9664)
H (-1.5501, 3.7606, 5.3664)
H (-0.4571, 2.8243, 4.2626)
H (-1.6799, 2.0027, 5.1828)
H (-1.0830, 4.6208, 2.7604)
H (-2.6830, 5.2560, 3.3367)
H (-2.4498, 4.4352, 1.7697)
H (-4.5086, 3.8259, 5.4260)
C (3.0757, 0.4329, 5.7636)
C (2.1090, -0.2476, 4.7853)
O (2.3417, -1.6628, 4.7211)
H (4.1407, 0.1633, 5.4903)
H (2.8344, -0.0193, 6.7095)
H (2.9727, 1.5132, 5.8820)
H (2.2789, 0.1702, 3.7299)
H (1.1628, 0.0161, 5.0541)
H (2.4286, -2.0784, 5.5533)
C (5.1012, 0.5431, -2.0659)
C (5.5868, -0.8218, -2.2008)
O (4.6121, -1.5310, -2.9488)
H (5.8833, 1.1030, -1.4574)
H (4.0936, 0.7241, -1.5155)
H (5.1562, 0.9899, -3.0475)
H (5.7801, -1.2491, -1.1991)
H (6.5688, -0.8407, -2.7303)
H (4.2631, -2.3087, -2.5449)
C (-1.5097, -1.9666, 3.9949)
C (-0.3696, -2.9564, 4.2531)
O (0.5668, -3.1415, 3.1955)
H (-1.7509, -1.9764, 2.9514)
H (-1.2052, -0.9291, 4.3467)
H (-2.3263, -2.2703, 4.5613)
H (-0.8376, -3.9300, 4.4279)
H (0.1935, -2.6538, 5.1683)
H (1.4326, -2.9230, 3.5494)
C (0.4676, -0.1479, 1.0824)
C (0.9168, 0.5239, -0.1558)
O (2.1998, 1.1971, 0.0173)
H (-0.4774, -0.6612, 0.8688)
H (0.3718, 0.6247, 1.7821)
H (1.1261, -0.9642, 1.4235)
H (0.1620, 1.2410, -0.5558)
H (1.1515, -0.2622, -0.9696)
H (1.9686, 2.0878, 0.2718)

Forces on atoms 1 to 6 (eV/Å):
-1.11 1.22 -0.85
0.24 0.16 -0.05
1.19 0.82 -0.63
1.02 2.01 -0.75
-0.22 0.18 -1.01
-0.64 -0.46 0.79

# C9H13NO2

2 unconnected molecules or ions with the total composition C9H13NO2 (the ωB97M-V functional and the def2-TZVPD basis, the OMol25 dataset).

The value obtained for the orbital gap is 9.061 eV. The calculation puts the LUMO energy at 0.78 eV. The SMILES is Cc1ccc(O)cc1.CC(N)=O. Its total charge is 0. As for the HOMO energy: -8.283 eV. The spin multiplicity is 1. As for the total energy: -15128.9178 eV.

Cartesian coordinates (Å):
C (-0.8864, -2.3294, 1.6291)
C (-0.6753, -0.8365, 1.8673)
C (-1.8263, -0.1314, 2.2269)
C (-1.7554, 1.2578, 2.2719)
C (-0.5676, 1.8933, 1.9789)
O (-0.4574, 3.2700, 1.9246)
C (0.5561, 1.1698, 1.6062)
C (0.5412, -0.2175, 1.6514)
H (-0.1582, -2.6469, 0.8751)
H (-1.8213, -2.6168, 1.1830)
H (-0.5918, -2.8701, 2.5302)
H (-2.6806, -0.7048, 2.5526)
H (-2.6382, 1.8373, 2.5199)
H (-1.2474, 3.6089, 1.5441)
H (1.4723, 1.7133, 1.4552)
H (1.4035, -0.8370, 1.4583)
C (1.9265, -1.0437, -3.0864)
C (1.2566, 0.2821, -2.9156)
N (0.2688, 0.6217, -3.7811)
O (1.4931, 1.0471, -2.0044)
H (2.9599, -0.8088, -3.3658)
H (1.5676, -1.6114, -3.9412)
H (2.0400, -1.5760, -2.1515)
H (-0.1969, 1.4450, -3.4427)
H (0.0171, 0.0840, -4.5863)

Forces on atoms 1 to 6 (eV/Å):
2.19 0.29 -0.06
-1.61 -1.37 -0.17
1.32 0.62 0.01
-0.74 -0.28 0.34
0.28 0.20 -1.02
0.86 -0.56 0.57